C4H5NO | ωB97M-V/def2-TZVPD

XYZ file:
```
11
C4H5NO | the Open Molecules 2025 dataset | ωB97M-V/def2-TZVPD
O -0.038 0.188 -2.173
N -0.579 -0.866 0.174
C -1.191 0.466 0.401
C 0.253 0.420 0.283
C 0.496 -0.255 -1.205
C 1.432 0.946 0.786
H 1.233 -1.065 -1.171
H -1.791 0.820 -0.431
H -1.623 0.612 1.388
H 2.227 0.202 0.977
H -0.420 -1.467 0.972
```

The gap between HOMO and LUMO is 8.0 eV. As for the largest force on an atom: 0.014 Eh/bohr. The value obtained for the HOMO energy is -0.31740 Ha. As for the multiplicity: 1. The calculation puts the energy above the lowest of the compared OMol25 structures with the same formula, charge and spin at 151.6 kcal per mole.